P) C18H21NO3 | ωB97M-V/def2-TZVPD

```
43
C18H21NO3 ωB97M-V/def2-TZVPD
C 1.51 3.17 -1.55
C 1.89 1.87 -2.24
C 3.27 1.38 -1.81
C 3.62 0.05 -2.47
C 4.92 -0.58 -1.97
C 4.89 -1.03 -0.51
O 3.84 -1.96 -0.27
C 2.62 -1.51 0.12
C 1.51 -2.20 -0.38
C 0.23 -1.82 -0.04
C 0.04 -0.75 0.82
O -1.23 -0.33 1.20
C -2.16 -0.08 0.26
O -1.96 -0.15 -0.92
C -3.46 0.32 0.87
C -3.69 0.27 2.24
C -4.94 0.65 2.70
N -5.92 1.06 1.91
C -5.69 1.11 0.60
C -4.48 0.75 0.03
C 1.13 -0.09 1.36
C 2.41 -0.47 1.02
H 2.23 3.96 -1.78
H 1.49 3.03 -0.47
H 0.53 3.50 -1.87
H 1.88 2.02 -3.32
H 1.15 1.11 -2.01
H 4.03 2.12 -2.06
H 3.26 1.27 -0.72
H 3.70 0.20 -3.55
H 2.80 -0.66 -2.31
H 5.14 -1.45 -2.59
H 5.74 0.13 -2.09
H 4.81 -0.17 0.15
H 5.81 -1.57 -0.27
H 1.68 -3.03 -1.05
H -0.62 -2.35 -0.45
H -2.92 -0.06 2.92
H -5.18 0.63 3.76
H -6.52 1.45 0.00
H -4.32 0.79 -1.04
H 0.96 0.73 2.05
H 3.25 0.04 1.48
```

Properties
2S+1 = 1
Highest occupied orbital energy = -8.60 eV
SMILES string = CCCCCCOc1ccc(OC(=O)c2ccncc2)cc1

Q) C18H21NO3 | ωB97M-V/def2-TZVPD

```
43
C18H21NO3 ωB97M-V/def2-TZVPD
C 1.97 2.97 1.98
C 3.34 2.36 1.70
C 3.54 1.00 2.38
N 2.66 -0.01 1.84
C 3.10 -1.04 1.09
O 4.28 -1.27 0.90
C 2.02 -1.90 0.52
C 2.29 -3.25 0.30
C 1.33 -4.07 -0.25
C 0.10 -3.55 -0.61
C -0.18 -2.20 -0.42
C -1.52 -1.64 -0.82
O -1.44 -0.24 -0.84
C -2.58 0.50 -0.98
C -3.83 -0.02 -1.25
C -4.94 0.81 -1.33
C -4.81 2.17 -1.15
C -3.56 2.71 -0.90
C -2.44 1.90 -0.82
O -1.23 2.49 -0.51
C -0.20 2.33 -1.46
C 0.79 -1.39 0.15
H 1.17 2.38 1.55
H 1.91 3.97 1.55
H 1.81 3.05 3.05
H 3.48 2.24 0.62
H 4.12 3.04 2.06
H 3.36 1.10 3.46
H 4.56 0.65 2.21
H 1.67 0.13 1.97
H 3.26 -3.63 0.57
H 1.54 -5.12 -0.41
H -0.65 -4.19 -1.05
H -1.81 -2.03 -1.80
H -2.28 -1.97 -0.08
H -3.96 -1.08 -1.39
H -5.91 0.37 -1.54
H -5.67 2.81 -1.21
H -3.43 3.77 -0.75
H -0.49 2.77 -2.43
H 0.07 1.28 -1.62
H 0.66 2.88 -1.07
H 0.57 -0.34 0.26
```

Properties
2S+1 = 1
Highest occupied orbital energy = -8.63 eV
SMILES string = CCCNC(=O)c1cccc(COc2ccccc2OC)c1

Stability, lowest: Q)

P) C4H13P3 | ωB97M-V/def2-TZVPD

```
20
C4H13P3 ωB97M-V/def2-TZVPD
C -1.95 -1.18 -0.67
C 1.50 -1.20 1.58
C -2.50 0.20 -0.24
C -0.03 1.57 -0.65
P 3.20 0.67 -0.22
P -1.04 0.98 0.65
P 1.82 -0.89 -0.25
H -2.88 -1.77 -0.81
H -1.54 -0.95 -1.56
H -1.27 -1.48 0.08
H 1.81 -0.29 2.09
H 2.12 -2.00 1.80
H 0.48 -1.43 1.59
H -3.31 0.30 0.47
H -2.79 0.76 -1.06
H -0.20 1.40 -1.67
H 0.93 1.83 -0.26
H 2.86 1.12 -1.43
H 4.26 0.01 -0.59
H -1.47 2.33 1.13
```

Properties
2S+1 = 1
Highest occupied orbital energy (alpha / beta) = -7.80 / -7.70 eV

Q) C4H13P3 | ωB97M-V/def2-TZVPD

```
20
C4H13P3 ωB97M-V/def2-TZVPD
C 0.49 2.02 -0.99
C -0.88 -1.54 -1.61
C -0.31 2.00 0.35
C 1.31 -0.20 1.54
P -0.48 -2.75 1.08
P -0.36 0.29 1.22
P 0.52 -2.38 -0.81
H 0.34 1.20 -1.57
H 0.19 2.87 -1.63
H 1.61 2.11 -0.86
H -1.72 -1.95 -2.28
H -0.19 -1.00 -2.30
H -1.22 -0.92 -0.81
H -1.48 2.11 0.05
H -0.06 2.82 1.00
H 2.03 0.36 0.97
H 1.63 -0.97 2.08
H 0.51 -3.41 1.78
H -1.08 -4.01 0.68
H -0.56 0.69 2.52
```

Properties
2S+1 = 1
Highest occupied orbital energy (alpha / beta) = -7.77 / -7.55 eV

Stability, lowest: Q)

P) C2H6N6 | ωB97M-V/def2-TZVPD

```
14
C2H6N6 ωB97M-V/def2-TZVPD
C -0.91 -2.04 -0.21
C 0.93 -1.14 0.95
N 0.32 -1.92 0.21
N -1.79 -1.03 -0.21
N -1.40 0.01 0.39
N -2.24 1.09 0.40
N 2.28 0.36 -0.38
N 1.81 -0.13 0.85
H -1.02 -2.90 -0.82
H -3.05 1.04 -0.15
H -2.34 1.58 1.22
H 2.15 -0.37 -1.11
H 1.56 1.11 -0.62
H 2.65 -0.19 1.53
```

Properties
2S+1 = 1
Highest occupied orbital energy (alpha / beta) = -7.31 / -7.31 eV

Q) C2H6N6 | ωB97M-V/def2-TZVPD

```
14
C2H6N6 ωB97M-V/def2-TZVPD
C -1.15 -0.71 0.20
N 0.12 -0.79 -0.29
N 1.08 -1.62 0.19
N 1.42 -1.23 1.55
N 1.40 0.03 1.38
C 0.81 0.44 0.12
N 0.76 1.67 -0.14
N -0.30 2.28 -1.04
H -1.41 -0.66 1.27
H -1.60 -1.71 -0.32
H -1.86 0.01 -0.13
H 0.82 -2.59 0.20
H 0.13 3.23 -1.29
H -0.22 1.65 -1.68
```

Properties
2S+1 = 1
Highest occupied orbital energy = -9.41 eV
SMILES string = Cn1[nH]nn/c1=N/N

Stability, lowest: Q)

P) C2H6N6 | ωB97M-V/def2-TZVPD

```
14
C2H6N6 ωB97M-V/def2-TZVPD
C 1.45 0.02 -0.04
C -1.43 -0.01 0.02
H 2.70 0.89 0.92
H 1.03 1.96 -0.32
H -1.09 2.08 -0.15
H -3.23 -0.98 0.22
H -0.96 -1.94 -0.36
H 1.28 -1.85 0.36
N 2.77 -0.11 0.05
N 0.62 1.13 0.05
N -0.76 1.14 -0.48
N -2.71 -0.04 0.20
N -0.49 -1.16 -0.09
N 0.82 -1.14 -0.39
```

Properties
2S+1 = 1
Highest occupied orbital energy = -8.33 eV

Q) C2H6N6 | ωB97M-V/def2-TZVPD

```
14
C2H6N6 ωB97M-V/def2-TZVPD
H -0.89 -3.09 1.15
N -0.14 -2.35 1.10
C -0.70 -1.41 0.44
N -2.09 -1.39 0.00
N -2.35 -0.28 -0.47
N -1.25 0.57 -0.41
N -0.11 -0.23 -0.16
N 0.89 0.41 0.53
C 1.68 1.26 -0.28
H -1.20 1.06 -1.33
H 0.45 1.15 1.08
H 2.43 1.79 0.29
H 2.10 0.53 -1.02
H 1.17 1.99 -0.92
```

Properties
2S+1 = 1
Highest occupied orbital energy = -9.40 eV
SMILES string = [H]/N=c1\nn[nH]n1NC

Stability, lowest: P)

P) C5H8S2 | ωB97M-V/def2-TZVPD

```
15
C5H8S2 ωB97M-V/def2-TZVPD
C 0.67 -0.53 -0.96
C 0.74 -0.72 0.22
C -1.67 1.70 1.77
C 0.93 -0.24 -2.34
C 0.56 -0.78 1.62
S -1.05 2.19 0.21
S -3.33 1.50 1.87
H 0.16 2.06 0.77
H 1.15 -1.16 -2.94
H -0.03 0.27 -2.62
H 1.91 0.33 -2.51
H -0.09 0.10 2.01
H 1.53 -0.57 2.17
H 0.02 -1.77 1.78
H -3.88 1.58 0.75
```

Properties
2S+1 = 1
Highest occupied orbital energy = -8.94 eV

Q) C5H8S2 | ωB97M-V/def2-TZVPD

```
15
C5H8S2 ωB97M-V/def2-TZVPD
C -1.21 -0.08 -1.13
S 0.39 0.88 -1.51
C 1.12 0.01 -0.11
C 0.59 -1.37 -0.06
C -0.90 -1.09 -0.04
C -1.11 -0.34 1.21
S 0.45 0.61 1.55
H -1.63 -0.62 -1.99
H -2.07 0.66 -0.64
H 2.24 0.20 -0.21
H 0.93 -2.04 0.77
H 0.86 -2.13 -0.93
H -1.36 -2.09 -0.13
H -2.05 0.30 1.09
H -1.22 -0.86 2.19
```

Properties
2S+1 = 1
Highest occupied orbital energy = -8.21 eV
SMILES string = C1S[C@H]2C[C@@H]1CS2

R) C5H8S2 | ωB97M-V/def2-TZVPD

```
15
C5H8S2 ωB97M-V/def2-TZVPD
S -0.75 -2.56 -2.20
C -0.08 -1.49 -0.98
C -0.28 -0.18 -1.09
C 0.31 0.80 -0.09
C 1.32 0.32 0.92
C -0.10 0.59 1.28
S -0.49 1.93 2.44
H -1.06 -1.85 -3.40
H 0.15 -1.92 -0.03
H -0.78 0.18 -1.98
H 0.43 1.75 -0.38
H 1.82 -0.60 0.92
H 1.96 1.12 1.30
H -0.86 -0.20 1.53
H -1.59 2.10 1.76
```

Properties
2S+1 = 1
Highest occupied orbital energy = -8.31 eV
SMILES string = S/C=C/[C@@H]1C[C@H]1S

Stability, lowest: P)

P) C5H6N2O | ωB97M-V/def2-TZVPD

```
14
C5H6N2O ωB97M-V/def2-TZVPD
O -0.36 0.81 -2.59
C -0.19 0.47 -1.39
N 1.14 0.73 -0.79
C 1.74 -0.08 0.38
N 0.93 -0.61 1.30
C -0.30 0.06 0.81
C -1.76 -0.47 0.85
C -0.99 -0.43 -0.42
H 1.95 0.84 -1.35
H 2.82 0.16 0.49
H -0.01 1.10 1.07
H -2.59 0.36 1.28
H -1.92 -1.49 1.26
H -0.47 -1.45 -0.89
```

Properties
2S+1 = 1
Highest occupied orbital energy = -9.34 eV
SMILES string = O=C1NC=N[C@@H]2C[C@@H]12

Q) C5H6N2O | ωB97M-V/def2-TZVPD

```
14
C5H6N2O ωB97M-V/def2-TZVPD
O -2.34 -0.82 -0.35
C -1.30 -0.13 0.30
C -0.80 1.25 -0.09
N 0.51 0.69 0.10
N 1.85 0.89 0.01
C 2.27 -0.32 -0.02
C 1.30 -1.39 -0.10
C 0.14 -0.62 0.15
H -3.08 -0.19 -0.33
H -1.54 -0.10 1.33
H -0.91 1.50 -1.26
H -1.01 2.12 0.53
H 3.30 -0.48 -0.26
H 1.60 -2.40 -0.01
```

Properties
2S+1 = 1
Highest occupied orbital energy = -9.22 eV
SMILES string = O[C@@H]1Cn2nccc21

R) C5H6N2O | ωB97M-V/def2-TZVPD

```
14
C5H6N2O ωB97M-V/def2-TZVPD
N -2.27 -1.00 0.20
C -1.13 -0.17 -0.12
N -1.16 1.15 -0.04
C 0.20 1.76 -0.02
C 1.08 0.76 0.08
C 0.20 -0.36 -0.23
O 1.09 -1.48 -0.18
C 2.25 -0.29 0.15
H -2.02 -2.02 0.85
H -2.61 -1.37 -0.77
H -1.80 1.87 0.30
H 0.11 2.82 -0.01
H 2.65 -0.72 1.11
H 3.32 0.01 -0.38
```

Properties
2S+1 = 1
Highest occupied orbital energy = -7.56 eV
SMILES string = Nc1[nH]cc2c1OC2

Stability, lowest: R)

P) C5H6N2O | ωB97M-V/def2-TZVPD

```
14
C5H6N2O ωB97M-V/def2-TZVPD
C 2.36 0.43 -0.04
C 1.01 0.70 0.01
C 0.50 -0.53 -0.16
N -0.78 -0.98 -0.45
C -1.59 0.22 -0.64
C -1.66 -0.47 0.68
O 1.33 -1.53 -0.08
N 2.54 -0.79 -0.17
H 2.99 1.33 0.39
H 0.43 1.51 0.19
H -2.35 0.04 -1.42
H -1.05 1.09 -0.71
H -1.30 0.26 1.36
H -2.42 -1.27 1.03
```

Properties
2S+1 = 1
Highest occupied orbital energy = -9.11 eV
SMILES string = c1cc(N2CC2)on1

Q) C5H6N2O | ωB97M-V/def2-TZVPD

```
14
C5H6N2O ωB97M-V/def2-TZVPD
C 1.27 -0.26 0.50
C 0.79 1.32 0.01
C -0.49 0.59 -0.02
C -1.99 0.66 -0.14
C -0.14 -0.62 0.00
H 2.14 -1.08 -1.20
H 1.52 -0.32 1.62
H 1.04 2.06 0.60
H 1.28 1.56 -0.98
H -2.85 1.47 0.06
H -1.31 -2.59 -0.46
N -2.36 -0.51 0.01
N -1.26 -1.44 0.19
O 2.37 -0.83 -0.19
```

Properties
2S+1 = 1
Highest occupied orbital energy = -9.47 eV

Stability, lowest: Q)

P) C2H6BrNO2S | ωB97M-V/def2-TZVPD

```
13
C2H6BrNO2S ωB97M-V/def2-TZVPD
C 0.09 0.21 1.25
C -0.30 -0.21 -1.15
N 0.23 -0.65 0.11
O 1.93 -2.07 1.32
O 1.74 -2.27 -1.15
S 1.66 -1.48 0.05
Br 3.84 0.67 -0.06
H 0.88 -0.03 1.96
H 0.16 1.26 0.96
H -0.87 0.03 1.73
H -1.38 -0.34 -1.15
H -0.07 0.84 -1.34
H 0.13 -0.83 -1.93
```

Properties
2S+1 = 1
Highest occupied orbital energy (alpha / beta) = -10.06 / -9.73 eV

Q) C2H6BrNO2S | ωB97M-V/def2-TZVPD

```
13
C2H6BrNO2S ωB97M-V/def2-TZVPD
C -0.73 -0.44 -1.23
C -0.45 -0.45 1.15
N -0.48 0.34 -0.04
O 0.67 2.29 -1.16
O 1.05 1.93 1.30
S 0.82 1.39 -0.03
Br 2.60 -1.33 0.00
H -0.92 0.23 -1.97
H 0.18 -0.92 -1.47
H -1.49 -1.16 -1.03
H -0.64 -1.56 0.90
H 0.59 -0.34 1.64
H -1.19 0.03 1.92
```

Properties
2S+1 = 1
Highest occupied orbital energy (alpha / beta) = -9.75 / -9.76 eV

Stability, lowest: Q)

P) C2H4N4O2 | ωB97M-V/def2-TZVPD

```
12
C2H4N4O2 ωB97M-V/def2-TZVPD
C 0.05 0.15 0.05
N 1.85 0.01 0.09
N 0.98 1.01 0.79
N 1.05 0.14 -1.07
N 0.55 -1.11 0.60
C -1.44 0.42 -0.14
O -2.15 -0.71 -0.29
O -1.91 1.51 -0.15
H -1.58 -1.49 -0.18
H 1.13 1.93 0.35
H 1.08 -0.71 -1.65
H 0.38 -1.16 1.61
```

Properties
2S+1 = 1
Highest occupied orbital energy = -10.26 eV

Q) C2H4N4O2 | ωB97M-V/def2-TZVPD

```
12
C2H4N4O2 ωB97M-V/def2-TZVPD
H 0.38 2.75 -1.15
N -0.29 2.24 -1.75
C -0.37 1.09 -1.28
N -1.39 0.08 -1.53
O -0.77 -1.11 -0.84
C -0.01 -0.53 0.17
N 0.29 -1.28 1.15
N 0.95 -0.91 2.34
O 0.29 0.73 -0.14
H -1.22 -0.22 -2.58
H 0.37 -1.25 3.16
H 1.76 -1.58 2.45
```

Properties
2S+1 = 1
Highest occupied orbital energy = -8.96 eV
SMILES string = [H]/N=c1/[nH]o/c(=N/N)o1

Stability, lowest: P)

P) C8H14N3 | ωB97M-V/def2-TZVPD

```
25
C8H14N3 ωB97M-V/def2-TZVPD
C 1.11 -2.47 -0.16
N 0.88 -1.08 0.13
C -0.16 -0.44 -0.28
N -1.50 -1.39 -0.64
C -2.49 -0.92 -0.07
C -2.54 0.31 0.73
C -1.71 1.33 -0.09
N -0.36 0.84 -0.33
C 0.84 1.72 -0.49
C 2.18 0.95 -0.36
C 1.98 -0.23 0.62
H 1.89 -2.44 -0.90
H 1.64 -2.91 0.79
H 0.01 -2.80 -0.34
H -3.42 -1.47 -0.18
H -3.60 0.78 0.67
H -2.26 0.09 1.79
H -2.09 1.77 -0.99
H -1.66 2.25 0.51
H 0.70 2.34 0.37
H 0.66 2.20 -1.56
H 2.30 0.65 -1.35
H 2.95 1.63 -0.12
H 2.86 -0.90 0.70
H 1.78 0.17 1.55
```

Properties
Charge = +1
2S+1 = 1
Highest occupied orbital energy = -13.33 eV
SMILES string = C[N+]1=C2N=CCCN2CCC1

Q) C8H14N3 | ωB97M-V/def2-TZVPD

```
25
C8H14N3 ωB97M-V/def2-TZVPD
C 1.95 -2.15 -0.61
N 1.04 -1.35 -0.28
C 0.89 0.09 -0.54
C 1.68 1.01 0.39
C 3.28 1.06 0.13
C -0.71 0.31 -0.45
C -1.53 1.39 -0.81
N -2.77 0.95 -0.59
C -2.79 -0.23 0.04
C -3.94 -0.99 0.42
N -1.53 -0.61 0.07
H 1.87 -3.24 -0.22
H 2.76 -1.92 -1.25
H 1.17 0.39 -1.57
H 1.42 0.69 1.47
H 1.37 1.99 0.26
H 3.48 1.71 -0.79
H 3.74 1.74 1.02
H 3.73 0.01 0.22
H -1.26 2.29 -1.21
H -3.68 1.59 -0.70
H -4.75 -0.31 0.57
H -4.50 -1.56 -0.34
H -3.88 -1.72 1.20
H -1.12 -1.40 0.58
```

Properties
Charge = +1
2S+1 = 1
Highest occupied orbital energy = -12.98 eV
SMILES string = C=N[C@H](CC)c1c[nH]c(C)[nH+]1

Stability, lowest: P)